Record 1
Formula: C9H24ClI2IrN2P2
Source: the Open Molecules 2025 dataset
Level of theory: ωB97M-V/def2-TZVPD

Structure (XYZ):
```
41
Properties=species:S:1:pos:R:3:forces:R:3:mulliken_spin:R:1
I 1.582 0.040 1.360 0.9247 -1.6434 2.0659 0.743
I 0.497 1.737 -0.494 -2.4446 1.1328 -1.8812 0.918
Ir -2.739 -2.150 -0.741 2.1449 0.8273 -0.5383 0.784
P -0.705 -1.716 -1.679 -1.0935 -2.0190 -1.3344 0.070
C 1.037 -1.222 -1.882 0.0582 1.1610 0.9559 0.011
C -0.479 -3.497 -1.467 0.6427 -0.8458 -0.3127 0.001
H -0.115 -3.898 -2.422 -0.0381 -0.3236 0.2890 0.004
H -0.841 -1.881 -4.058 -0.2717 0.1821 0.0606 0.003
H -1.406 -4.017 -1.127 0.8367 0.1482 -0.4904 0.010
H -2.421 -1.302 -3.350 0.6169 -0.1085 -0.1453 -0.011
H 1.594 -1.472 -0.974 0.1940 -0.1549 -0.5994 -0.001
H 0.290 -3.623 -0.686 -0.1942 -0.1370 -0.3289 0.000
C -1.321 -1.242 -3.300 -0.0549 0.2678 -0.7360 0.018
H 1.450 -1.645 -2.801 -0.3075 -0.5592 0.2458 -0.003
H -1.017 -0.203 -3.501 -0.1105 -0.2252 -0.0104 0.008
H 1.079 -0.140 -2.036 0.1789 -0.4952 -0.0836 0.009
P -2.378 -0.466 0.591 -2.5799 0.9518 0.9249 0.001
C -1.718 0.760 1.792 1.1438 -0.1419 -0.5941 0.015
C -3.719 0.520 -0.101 -0.4405 0.8871 0.0614 0.030
H -3.235 -2.708 1.283 -0.1161 0.1653 0.3998 0.019
H -3.732 -1.310 2.348 -0.0409 -0.5340 -0.0472 0.007
H -2.056 -1.955 2.402 -0.3930 -0.0774 -0.0805 -0.004
C -2.919 -1.743 1.752 -0.0806 0.1746 1.2421 0.028
H -4.196 0.011 -0.957 0.0494 0.3142 0.5542 -0.010
H -4.439 0.754 0.694 -0.0634 -0.0179 -0.3079 0.002
H -2.496 1.145 2.470 0.0147 -0.6311 -0.3030 -0.004
H -1.346 1.618 1.210 -0.2006 -0.3131 0.6799 -0.008
H -3.300 1.473 -0.450 -0.1398 -0.0547 0.0154 0.001
H -0.896 0.258 2.325 -0.4934 0.6274 0.2114 -0.004
Cl -4.247 -3.216 -2.008 -0.2414 -0.1526 0.0709 0.106
C 4.639 2.141 2.605 1.3472 -0.2889 1.6235 -0.012
N 3.810 2.644 1.509 -0.8610 -3.5536 -0.9879 0.436
C 3.943 3.847 0.763 -0.1764 1.8640 -0.5531 0.012
C 2.879 1.818 0.840 1.5424 2.7371 -0.1578 0.115
N 2.486 2.284 -0.289 1.1014 -0.4425 0.9682 0.553
H 5.448 2.867 2.888 -1.0096 -0.4922 -0.5306 0.004
H 5.146 1.143 2.458 -0.5194 0.9973 -0.9738 0.031
H 4.113 1.873 3.554 -0.4017 0.8468 -0.7751 0.033
H 3.990 3.604 -0.321 0.4269 -0.0627 0.4489 0.059
H 2.968 4.387 0.768 0.8371 0.0020 0.4639 0.020
H 4.769 4.484 1.032 0.2128 -0.0123 0.4898 0.005
```
Forces are in eV/Å.

Strongest force on any atom in eV/A: 3.8
Total charge: +2
Spin multiplicity: 5
HOMO (spin up / spin down) in eV: -13.8575 / -13.9698
Electronic energy in Eh: -2308.5309
Kohn-Sham gap (spin up / spin down) in eV: 6.4 / 3.9
<S²>: 6.039
ΔE to the lowest compared entry with this formula, charge and spin in kcal/mol: 17.1

---

Record 2
Formula: C9H24F2FeO3
Source: the Open Molecules 2025 dataset
Level of theory: ωB97M-V/def2-TZVPD

Structure (XYZ):
```
39
Properties=species:S:1:pos:R:3:forces:R:3:mulliken_spin:R:1
Fe 1.080 0.270 1.166 -4.8673 -1.9677 1.0825 4.287
F -0.511 0.362 0.094 2.3536 0.2067 1.1079 0.255
F 0.199 -0.611 2.610 1.5541 1.2453 -1.7307 0.312
C -0.926 1.336 -3.331 0.4172 0.2389 -0.5612 0.001
C -0.838 -0.176 -3.374 -0.4491 0.4375 0.0600 0.001
C 0.579 -0.679 -3.249 0.5167 -0.2843 -0.2598 -0.001
O -1.649 -0.686 -2.337 -0.2887 -0.6913 0.4961 0.003
H -0.367 1.759 -4.169 -0.0357 0.1336 0.0492 0.000
H -0.493 1.730 -2.408 -0.0298 -0.0419 0.0706 -0.001
H -1.962 1.660 -3.412 -0.0031 -0.0264 0.0620 0.000
H -1.303 -0.513 -4.303 0.1066 -0.1552 0.0332 0.000
H 1.249 -0.330 -4.037 -0.1102 0.4419 0.0837 0.000
H 0.683 -1.763 -3.315 -0.4127 -0.0647 0.2466 0.000
H 0.941 -0.346 -2.273 0.3031 0.0033 0.0606 0.000
H -1.403 -0.278 -1.491 0.0285 -0.0345 -0.3621 0.004
C 0.352 -3.359 -0.650 -0.3374 -1.0275 0.0744 0.005
C 0.733 -2.816 0.717 -1.0573 -1.5076 -0.5469 -0.007
C 1.567 -3.787 1.514 0.1592 0.4261 -0.0212 0.006
O 1.545 -1.626 0.488 0.5770 1.7265 0.1828 0.069
H -0.378 -2.772 -1.207 0.3306 0.3944 -0.0081 0.000
H -0.140 -4.325 -0.503 -0.0945 0.0593 0.2416 0.001
H 1.214 -3.658 -1.256 0.1479 0.4822 -0.0710 -0.001
H -0.195 -2.587 1.236 0.3341 0.7553 0.1233 -0.001
H 1.040 -4.728 1.658 0.0614 -0.0312 -0.1492 0.000
H 1.797 -3.378 2.497 0.1047 -0.0027 -0.0327 -0.001
H 2.486 -3.930 0.939 0.1113 -0.4172 0.2893 0.000
H 2.155 -1.866 -0.226 -0.0268 0.2518 0.0149 0.000
C -1.026 2.671 3.598 -0.7454 0.0021 0.5222 0.004
C -0.668 2.627 2.117 -1.3419 0.8609 0.2607 -0.005
C -0.658 3.957 1.360 -0.4957 0.2705 0.1524 0.003
O 0.681 2.079 2.050 1.0493 -0.5217 -0.6751 0.063
H -0.300 3.130 4.274 0.2379 0.2764 -0.4325 0.000
H -1.219 1.689 4.032 0.2689 -0.2509 -0.4401 0.000
H -1.973 3.187 3.768 0.0860 0.2656 -0.3029 0.000
H -1.393 1.993 1.611 0.6244 -0.5709 -0.0665 0.002
H -0.131 3.943 0.405 0.3879 -0.3507 0.2150 0.000
H -0.299 4.780 1.981 0.1389 -0.0106 -0.0653 0.000
H -1.667 4.215 1.036 -0.1490 -0.0322 0.4189 0.000
H 1.200 2.825 2.389 0.5454 -0.4892 -0.1225 0.002
```
Forces are in eV/Å.

Strongest force on any atom in eV/A: 5.4
Total charge: +1
Spin multiplicity: 6
HOMO (spin up / spin down) in eV: -12.4929 / -12.4892
Electronic energy in Eh: -2046.1984
Kohn-Sham gap (spin up / spin down) in eV: 7.4 / 5.5
<S²>: 8.760
ΔE to the lowest compared entry with this formula, charge and spin in kcal/mol: 0.0

---

Record 3
Formula: C9H24F9FeN12O15S3
Source: the Open Molecules 2025 dataset
Level of theory: ωB97M-V/def2-TZVPD

Structure (XYZ):
```
73
Properties=species:S:1:pos:R:3:forces:R:3:mulliken_spin:R:1
Fe 1.579 0.918 1.713 1.9001 -0.2726 -0.8098 5.376
C -1.374 2.843 4.658 1.3482 -0.2813 -0.2496 -0.013
F -0.402 3.355 5.428 0.0117 0.0840 -0.1892 -0.002
F -1.408 1.527 4.937 -0.5802 -0.1227 0.1279 -0.005
F -2.504 3.430 5.015 -0.1991 -0.2401 -0.2005 0.001
S -0.995 3.046 2.823 -1.0515 2.2692 -0.1150 -0.036
O -2.320 2.999 2.252 0.3994 -0.6420 0.0567 0.010
O -0.343 4.337 2.750 0.1177 -0.8498 0.1370 0.012
O -0.138 1.912 2.448 -0.0267 -0.4667 0.1164 -0.097
C 3.398 4.278 -1.166 1.7492 1.0114 -4.2172 0.333
F 4.094 5.393 -1.288 -0.0503 0.2069 0.1262 0.042
F 2.433 4.239 -2.076 -0.2084 0.2139 0.6686 0.059
F 4.177 3.246 -1.417 -0.0932 -0.0665 1.1039 0.058
S 2.544 4.128 0.596 -1.5927 -2.0954 3.6027 0.182
O 1.406 5.006 0.418 0.2723 0.6266 -0.4596 0.296
O 2.193 2.715 0.855 0.0188 0.2650 -0.0005 0.206
O 3.665 4.576 1.422 -0.1124 0.2279 -0.9524 0.286
C -0.935 2.079 -1.674 0.4423 -0.9379 -0.3907 0.013
F -1.710 1.844 -2.735 -0.6196 0.2279 0.0530 0.001
F 0.051 2.864 -2.099 0.3132 -0.1744 0.3479 0.002
F -1.580 2.677 -0.700 -0.1118 -0.2811 -0.1092 0.000
S -0.310 0.342 -1.208 -0.6043 -0.0754 -0.5662 0.133
O 0.486 0.581 0.000 -0.4851 -0.3004 0.0639 -0.074
O -1.493 -0.500 -1.039 0.5380 1.1537 0.7510 -0.002
O 0.453 -0.125 -2.349 0.0869 0.7548 0.2673 0.004
C -0.129 -1.168 3.126 -0.5832 0.4350 0.0298 0.036
O 0.877 -0.423 3.059 0.3207 -0.6164 -0.2204 -0.012
N -0.961 -1.349 2.107 -0.6618 -0.2333 -1.6292 -0.014
N -0.490 -1.739 4.286 0.6034 -0.0033 0.0779 0.020
H -0.804 -0.956 1.191 0.5024 0.3479 0.2166 0.002
H -1.699 -2.033 2.027 0.0095 -0.0504 0.7126 0.000
H 0.165 -1.642 5.043 -0.2456 -0.1252 0.1619 -0.010
H -1.323 -2.296 4.345 0.1283 0.0218 0.2084 -0.009
C 4.068 -0.366 -0.087 1.3431 0.7329 -0.9047 0.439
O 3.199 0.140 0.721 -3.5177 1.3191 3.0059 0.303
N 4.197 0.070 -1.374 -0.1280 -0.1255 -1.7077 0.172
N 4.740 -1.508 0.241 -0.2909 -1.4156 0.4259 0.147
H 5.114 0.093 -1.803 -0.0398 0.4465 0.1185 0.055
H 3.500 0.667 -1.784 0.1090 0.0488 0.2046 -0.022
H 5.492 -1.809 -0.352 0.1345 -0.1879 0.4483 0.026
H 4.599 -1.821 1.186 0.5407 -0.2557 -0.1690 -0.002
C -5.150 -0.328 1.390 -1.4667 -1.1312 -0.3586 0.001
O -6.308 -0.575 1.768 0.5425 0.2777 -0.6293 0.000
N -4.714 -0.507 0.115 -0.6379 2.2502 1.5666 0.000
N -4.227 0.013 2.297 1.1940 0.2219 1.1617 0.000
H -3.728 -0.504 -0.056 -0.0736 -0.1045 -0.4822 -0.001
H -5.393 -0.897 -0.501 0.3112 -0.0979 -0.2615 0.000
H -3.294 0.315 2.074 -0.0914 0.2264 0.0408 0.000
H -4.536 -0.008 3.256 0.1334 0.2765 -0.2093 0.000
C 1.378 -3.614 -0.963 0.6017 0.3930 -0.6356 0.120
O 1.961 -4.518 -0.379 -0.4755 -0.0782 0.0106 -0.032
N 1.927 -2.400 -1.186 0.9079 0.7719 0.4153 0.052
N 0.144 -3.743 -1.538 -0.8821 -0.5800 0.1765 -0.017
H 1.508 -1.584 -1.610 -0.2974 -0.6085 -0.1719 -0.007
H 2.862 -2.233 -0.845 0.0529 -0.2761 0.2388 -0.029
H -0.323 -2.999 -2.026 0.2486 0.0769 -0.0778 0.002
H -0.280 -4.651 -1.571 0.1192 -0.0011 0.0549 -0.001
C 2.134 0.730 -5.351 1.3485 0.1213 -0.7658 0.002
O 2.924 0.873 -6.287 -0.5183 -0.2387 0.0473 0.000
N 2.578 0.519 -4.094 -0.6301 0.3730 0.4982 0.023
N 0.790 0.740 -5.538 -0.5928 0.1219 -0.3945 -0.001
H 3.536 0.249 -3.980 -0.0325 0.0741 0.1121 -0.001
H 1.904 0.534 -3.340 0.5005 -0.4923 -0.0308 -0.027
H 0.511 0.920 -6.486 -0.0622 0.1390 0.0870 0.000
H 0.102 0.836 -4.812 0.1724 -0.1415 0.1638 -0.001
C -3.834 -3.300 -0.218 -1.8112 1.0566 -1.3974 0.003
O -4.713 -2.654 -0.786 0.8386 -1.6662 -0.3354 -0.001
N -4.166 -4.451 0.432 1.1476 -0.8198 0.5990 0.000
N -2.525 -2.927 -0.220 0.1006 -0.7142 0.7087 -0.001
H -3.435 -5.050 0.778 -0.1725 -0.0036 0.1803 0.000
H -5.104 -4.655 0.716 -0.1346 0.2904 -0.3000 0.000
H -2.162 -2.105 -0.709 -0.4208 -0.6083 0.0961 -0.002
H -1.884 -3.596 0.175 0.3929 0.3178 -0.2499 0.000
```
Forces are in eV/Å.

Strongest force on any atom in eV/A: 4.8
Total charge: -1
Spin multiplicity: 9
HOMO (spin up / spin down) in eV: -1.3529 / -6.9298
Electronic energy in Eh: -5500.1128
Kohn-Sham gap (spin up / spin down) in eV: 3.1 / 3.5
<S²>: 20.023